# C44H61N11

A 11-piece molecular cluster, C44H61N11 overall (the ωB97M-V functional and the def2-TZVPD basis, the OMol25 dataset).

Computed properties:
- spin multiplicity = 1
- relative energy (zero: lowest compared OMol25 entry of this formula, charge and spin) (kJ/mol) = 244.08
- highest occupied orbital energy (eV) = -7.443
- LUMO level (hartree) = 0.0098
- max |F| (hartree/bohr) = 0.0768
- HOMO-LUMO gap (eV) = 7.71
- E (hartree) = -2315.347251

XYZ file:
```
116
Properties=species:S:1:pos:R:3:forces:R:3:lowdin_charge:R:1
C -11.23443 22.60139 -28.69956 0.40 -1.52 -0.79 -0.10
C -11.73886 23.98748 -28.92579 -0.65 -0.26 0.60 -0.28
C -10.60067 24.93969 -28.75523 0.47 1.21 -1.44 -0.18
C -10.91839 26.28926 -29.32478 0.74 -2.22 2.03 -0.22
N -11.05380 27.34350 -29.71624 -0.46 1.82 -0.89 0.14
H -10.80555 22.21530 -29.62428 0.67 0.20 -0.05 0.06
H -11.97436 21.81728 -28.53900 -0.44 0.35 0.53 0.06
H -10.48920 22.55967 -27.90522 -0.05 -0.14 0.04 0.09
H -12.48277 24.16544 -28.14924 -0.40 0.43 -0.37 0.10
H -12.10886 24.11355 -29.94329 -0.55 -0.05 0.21 0.10
H -9.81718 24.61910 -29.44187 0.37 -0.27 0.15 0.12
H -10.17621 24.94169 -27.75128 -0.19 0.45 -0.03 0.13
C -15.45237 22.98976 -29.16488 0.36 -1.61 0.36 -0.09
C -16.89899 23.15889 -29.52990 -0.46 0.89 -0.65 -0.24
C -17.79352 23.64492 -28.39144 1.10 0.08 0.77 -0.15
C -17.62973 22.85432 -27.15425 -0.45 0.74 -1.50 -0.16
N -17.49194 22.24454 -26.20197 0.08 -0.47 0.32 0.20
H -14.96683 23.83279 -28.67331 -0.37 0.11 0.13 0.07
H -14.84103 22.74573 -30.03368 -0.11 0.15 -0.20 0.06
H -15.41690 22.09803 -28.53906 0.47 0.14 0.42 0.05
H -17.36455 22.28278 -29.98134 0.42 -0.09 -0.25 0.10
H -16.85014 23.99659 -30.22558 -0.78 -0.13 -0.51 0.10
H -18.85383 23.75418 -28.61927 0.13 0.03 -0.10 0.12
H -17.33382 24.61087 -28.18231 -0.63 0.37 0.46 0.10
C -13.31992 18.36611 -28.21504 0.09 0.11 -0.25 -0.09
C -14.62105 18.88514 -27.61233 -0.48 -1.45 -0.79 -0.27
C -14.49334 20.14395 -26.85250 1.31 0.72 1.57 -0.21
C -13.57197 20.04085 -25.68264 0.52 -0.34 1.00 -0.21
N -12.89273 19.90448 -24.74968 -0.88 0.26 -1.43 0.14
H -12.78130 17.70564 -27.53550 0.01 0.16 0.11 0.08
H -12.66575 19.19228 -28.49365 0.13 0.03 0.06 0.06
H -13.48803 17.81505 -29.14033 -0.13 -0.08 0.05 0.06
H -15.06642 18.07042 -27.04138 -0.21 0.15 0.21 0.12
H -15.34383 19.15380 -28.38274 -0.02 -0.32 -0.35 0.09
H -15.44241 20.50986 -26.46073 -0.04 0.20 -0.27 0.09
H -14.02088 20.83592 -27.54968 -0.26 0.52 0.22 0.09
N -13.19640 23.77495 -33.34136 0.02 0.89 1.98 0.01
C -12.36346 24.77285 -32.81650 -0.42 0.49 -1.55 -0.14
C -13.13409 25.71896 -32.15416 0.33 -1.50 0.01 -0.11
C -14.43084 25.15048 -32.04390 -0.05 -0.68 -0.96 -0.12
C -14.43972 23.94473 -32.76160 0.00 1.25 -0.33 -0.14
H -12.91927 23.00595 -33.93461 0.02 0.16 0.36 0.14
H -11.35077 24.85655 -33.18239 0.00 -0.07 0.15 0.10
H -12.79971 26.67513 -31.77953 0.08 -0.22 0.13 0.08
H -15.28255 25.65408 -31.61104 -0.06 -0.29 0.08 0.08
H -15.27643 23.33191 -33.06288 0.09 -0.08 0.22 0.10
N -20.82758 25.49253 -25.06029 -0.41 -0.27 0.69 0.00
C -22.00677 25.61252 -25.73342 0.36 -1.19 -1.33 -0.13
C -22.04636 24.48258 -26.57276 -1.62 1.52 -0.22 -0.13
C -20.98042 23.63973 -26.30867 1.17 0.25 0.66 -0.11
C -20.24951 24.28017 -25.32488 0.78 0.49 0.18 -0.13
H -20.43639 26.18213 -24.43457 -0.22 -0.32 0.03 0.15
H -22.69355 26.43336 -25.58866 0.23 -0.02 -0.19 0.11
H -22.72586 24.33564 -27.39923 -0.37 0.01 0.29 0.08
H -20.72972 22.73457 -26.84180 0.01 -0.04 0.29 0.07
H -19.36249 24.06713 -24.74676 0.08 -0.43 -0.40 0.10
N -18.97046 27.46858 -30.24437 1.70 -0.08 1.88 0.01
C -20.07680 27.40063 -29.46404 -1.12 -0.70 0.01 -0.16
C -19.75794 27.06218 -28.14432 -0.07 1.32 -1.70 -0.09
C -18.34594 27.13849 -28.08559 0.45 -0.58 -1.11 -0.12
C -17.85829 27.30603 -29.39180 -0.94 0.48 0.31 -0.12
H -18.91214 27.67350 -31.23165 -0.17 0.00 0.37 0.14
H -21.01704 27.58005 -29.96419 -0.22 -0.26 0.33 0.11
H -20.46772 26.90732 -27.34518 0.14 0.04 -0.09 0.07
H -17.79423 27.01696 -27.16513 0.39 -0.06 -0.23 0.08
H -16.86918 27.46942 -29.79350 0.01 -0.18 0.23 0.09
N -11.99702 17.71630 -32.20541 -1.47 1.89 0.15 0.03
C -13.04514 18.63058 -32.03269 -0.73 0.11 0.09 -0.14
C -12.62609 19.77017 -31.34547 0.42 -2.05 -0.63 -0.11
C -11.25916 19.50175 -31.08865 0.85 0.66 0.03 -0.14
C -10.90742 18.32081 -31.67215 1.00 -0.77 0.54 -0.16
H -12.03821 16.82104 -32.67116 -0.04 0.39 0.11 0.15
H -14.05601 18.41747 -32.34750 0.15 -0.23 -0.16 0.10
H -13.20707 20.61504 -31.00627 -0.08 -0.15 -0.18 0.09
H -10.54577 20.10604 -30.54800 -0.11 0.11 -0.06 0.08
H -9.95253 17.81638 -31.68315 -0.03 0.12 0.06 0.11
N -19.34282 19.93170 -29.49529 -0.35 0.38 -0.60 0.00
C -20.30508 20.44259 -28.63394 0.49 -0.50 -1.66 -0.13
C -19.98376 19.96013 -27.41983 -2.28 1.38 1.97 -0.18
C -18.83560 19.24582 -27.45524 2.75 -2.04 -1.98 -0.11
C -18.42723 19.16375 -28.82385 -1.02 0.76 2.08 -0.10
H -19.33216 20.14190 -30.48312 0.09 -0.21 0.21 0.14
H -21.17838 20.97883 -28.97480 0.25 0.05 -0.11 0.11
H -20.60778 20.13333 -26.55555 0.19 0.04 0.16 0.11
H -18.34998 18.76677 -26.61793 0.00 -0.02 -0.13 0.09
H -17.62323 18.62843 -29.30698 -0.09 0.23 0.01 0.09
N -23.52390 23.55971 -31.74049 0.12 -0.72 -0.84 -0.01
C -23.10813 23.68916 -30.46623 -0.55 -0.37 1.11 -0.15
C -22.02615 24.54215 -30.44474 -0.48 -0.73 1.79 -0.12
C -21.79311 24.90609 -31.74312 0.88 0.32 -2.29 -0.13
C -22.66689 24.21670 -32.56393 -0.45 1.01 -0.26 -0.13
H -24.23448 22.92760 -32.08051 0.11 0.18 0.30 0.15
H -23.67004 23.13975 -29.72541 0.32 0.22 0.33 0.11
H -21.42871 24.84148 -29.59629 -0.25 0.01 0.10 0.08
H -21.01125 25.58493 -32.05017 -0.06 -0.10 -0.19 0.09
H -22.91371 24.25803 -33.61453 0.41 0.11 0.02 0.11
N -15.32775 27.77103 -25.12310 -0.84 0.64 -0.15 0.00
C -15.68883 26.59064 -24.53942 -0.37 0.27 -0.36 -0.15
C -15.39186 25.60737 -25.43893 0.97 -1.30 0.84 -0.13
C -14.61889 26.17232 -26.47966 -1.77 1.45 -1.07 -0.09
C -14.86376 27.55140 -26.40285 2.07 -0.87 1.09 -0.12
H -15.47691 28.65604 -24.65986 0.03 -0.07 -0.48 0.15
H -16.14906 26.56747 -23.56267 -0.01 -0.05 -0.17 0.11
H -15.61926 24.56132 -25.29586 0.28 -0.05 0.09 0.08
H -14.06354 25.69082 -27.27095 -0.40 -0.09 -0.10 0.07
H -14.48845 28.34627 -27.03033 -0.03 0.03 0.20 0.11
N -16.59915 21.79217 -23.66172 -0.48 0.20 1.08 -0.01
C -16.36687 22.55542 -22.54783 0.78 -1.69 0.37 -0.14
C -16.06427 21.65554 -21.52183 -0.32 1.21 -0.19 -0.12
C -16.20073 20.33935 -22.03189 -0.21 -0.05 0.73 -0.13
C -16.62088 20.44270 -23.31907 0.60 1.34 -1.61 -0.14
H -16.75943 22.21900 -24.56295 -0.36 -0.70 0.05 0.03
H -16.37771 23.63441 -22.59318 0.09 -0.12 0.06 0.09
H -15.83264 21.96313 -20.51281 0.07 -0.21 -0.02 0.08
H -16.02714 19.42240 -21.48832 -0.12 0.07 -0.03 0.09
H -16.84852 19.74064 -24.10753 0.11 -0.19 0.26 0.09
```
Positions in Å, forces in eV/Å.